Record 1
{
  "formula": "C24H56O11PS",
  "method": "wB97M-V/def2-TZVPD",
  "total_charge": 1,
  "symbols": ["C", "C", "O", "O", "C", "S", "C", "P", "C", "C", "H", "H", "H", "H", "H", "H", "H", "H", "H", "H", "H", "H", "H", "H", "C", "O", "C", "C", "O", "C", "C", "O", "C", "H", "H", "H", "H", "H", "H", "H", "H", "H", "H", "H", "H", "H", "H", "C", "O", "C", "C", "O", "C", "C", "O", "C", "H", "H", "H", "H", "H", "H", "H", "H", "H", "H", "H", "H", "H", "H", "C", "O", "C", "C", "O", "C", "C", "O", "C", "H", "H", "H", "H", "H", "H", "H", "H", "H", "H", "H", "H", "H", "H"],
  "xyz": [[2.050, 2.813, -0.246], [1.267, 1.506, -0.761], [0.599, 1.586, -1.797], [1.383, 0.357, 0.069], [1.307, -0.857, -0.682], [2.837, -1.256, -1.653], [4.073, -2.201, -0.608], [2.194, -2.731, -3.127], [2.087, -1.769, -4.768], [3.649, -3.952, -3.352], [1.395, 3.736, -0.309], [2.982, 3.001, -0.870], [2.315, 2.631, 0.852], [0.433, -0.873, -1.419], [1.099, -1.694, 0.070], [4.126, -1.819, 0.458], [3.840, -3.325, -0.584], [5.075, -2.118, -1.155], [2.564, -0.748, -4.643], [2.647, -2.380, -5.562], [0.989, -1.673, -5.038], [4.661, -3.460, -3.164], [3.589, -4.824, -2.608], [3.615, -4.381, -4.404], [-0.599, 3.784, 7.105], [-1.289, 4.056, 5.900], [-1.028, 5.370, 5.415], [-1.309, 5.448, 3.921], [-0.248, 4.912, 3.127], [-0.163, 3.489, 3.093], [-1.251, 2.851, 2.237], [-2.462, 2.752, 2.974], [-3.582, 2.543, 2.134], [-0.894, 4.490, 7.887], [-0.855, 2.773, 7.425], [0.483, 3.832, 6.943], [0.014, 5.649, 5.606], [-1.691, 6.060, 5.950], [-1.371, 6.504, 3.644], [-2.266, 4.993, 3.661], [-0.136, 3.070, 4.101], [0.804, 3.269, 2.630], [-0.948, 1.834, 1.958], [-1.404, 3.448, 1.329], [-3.709, 3.391, 1.453], [-4.471, 2.470, 2.762], [-3.470, 1.614, 1.566], [-3.717, 0.876, 5.709], [-3.326, 0.290, 6.936], [-3.686, 1.095, 8.054], [-3.763, 0.247, 9.317], [-4.982, -0.489, 9.419], [-5.084, -1.640, 8.580], [-4.235, -2.808, 9.065], [-2.882, -2.643, 8.652], [-1.998, -3.464, 9.389], [-3.243, 1.853, 5.580], [-3.399, 0.219, 4.898], [-4.807, 0.976, 5.666], [-4.653, 1.580, 7.880], [-2.912, 1.863, 8.174], [-3.761, 0.923, 10.176], [-2.895, -0.406, 9.423], [-4.877, -1.389, 7.538], [-6.135, -1.942, 8.634], [-4.606, -3.739, 8.620], [-4.294, -2.877, 10.158], [-2.026, -3.198, 10.450], [-0.986, -3.293, 9.018], [-2.251, -4.520, 9.257], [-0.476, -0.557, -10.014], [0.931, -0.687, -10.092], [1.540, -0.720, -8.808], [2.908, -1.388, -8.886], [2.828, -2.813, -8.916], [2.419, -3.385, -10.161], [3.507, -3.334, -11.225], [3.539, -2.050, -11.837], [4.751, -1.820, -12.531], [-0.750, 0.366, -9.494], [-0.873, -0.522, -11.029], [-0.911, -1.421, -9.501], [0.906, -1.265, -8.098], [1.655, 0.317, -8.469], [3.454, -1.149, -7.968], [3.503, -1.006, -9.717], [1.485, -2.943, -10.511], [2.212, -4.437, -9.940], [3.288, -4.070, -12.007], [4.479, -3.564, -10.770], [5.597, -1.847, -11.837], [4.704, -0.827, -12.979], [4.888, -2.561, -13.324]]
}

***

Record 2
{
  "formula": "C48H53IN8O2PbS3Si",
  "method": "wB97M-V/def2-TZVPD",
  "total_charge": 0,
  "symbols": ["Pb", "C", "C", "N", "C", "C", "C", "O", "C", "C", "N", "C", "C", "C", "C", "C", "C", "I", "C", "O", "H", "H", "H", "H", "H", "H", "H", "H", "H", "H", "H", "H", "C", "C", "C", "C", "C", "C", "N", "N", "Si", "C", "C", "C", "H", "H", "H", "H", "H", "H", "H", "H", "H", "H", "H", "H", "H", "H", "H", "S", "C", "N", "C", "C", "N", "C", "C", "C", "C", "C", "C", "C", "C", "S", "C", "C", "C", "C", "C", "C", "C", "H", "H", "H", "H", "H", "H", "H", "H", "H", "H", "H", "H", "H", "H", "H", "H", "H", "H", "N", "C", "S", "N", "C", "C", "C", "C", "C", "C", "H", "H", "H", "H", "H", "H", "H", "H"],
  "xyz": [[0.761, -3.209, 0.511], [5.463, -2.708, -0.686], [5.132, -1.637, 0.305], [5.993, -0.689, 0.544], [5.655, 0.330, 1.403], [4.439, 0.439, 1.989], [4.145, 1.658, 2.820], [3.079, 2.473, 2.269], [3.472, -0.590, 1.768], [2.191, -0.429, 2.342], [1.225, -1.302, 2.416], [0.116, -0.985, 3.145], [-0.231, 1.750, 4.092], [-1.676, 1.562, 4.662], [-1.994, 0.205, 5.263], [-1.423, -1.005, 5.124], [-0.259, -1.448, 4.336], [0.940, -2.900, 5.230], [3.819, -1.694, 0.953], [3.078, -2.695, 0.715], [6.512, -2.637, -0.969], [4.833, -2.595, -1.575], [5.236, -3.695, -0.277], [6.429, 1.072, 1.588], [5.058, 2.246, 2.906], [3.829, 1.396, 3.832], [3.267, 2.569, 1.322], [2.036, 0.539, 2.821], [-0.148, 2.809, 3.853], [-1.974, 2.366, 5.325], [-2.842, 0.237, 5.939], [-1.842, -1.785, 5.755], [1.033, 1.384, 4.841], [-0.920, 1.123, 2.899], [-2.234, 1.779, 3.184], [-3.453, 1.162, 2.617], [-3.358, 0.023, 1.958], [-2.118, -0.776, 1.987], [-0.907, -0.088, 2.552], [-2.037, -1.980, 1.765], [-3.331, -3.182, 1.626], [-2.583, -4.870, 1.518], [-4.501, -2.992, 0.196], [-4.275, -3.090, 3.234], [1.015, 1.941, 5.782], [1.909, 1.718, 4.281], [1.145, 0.333, 5.078], [-2.227, 2.852, 2.980], [-4.398, 1.685, 2.721], [-4.213, -0.448, 1.487], [-2.063, -5.022, 0.565], [-3.387, -5.619, 1.583], [-1.878, -5.058, 2.337], [-4.001, -3.300, -0.729], [-4.878, -1.973, 0.046], [-5.367, -3.647, 0.357], [-3.585, -3.221, 4.080], [-5.022, -3.892, 3.278], [-4.792, -2.132, 3.373], [1.750, -3.720, -1.904], [0.911, -2.622, -3.011], [1.354, -2.648, -4.360], [0.544, -1.964, -5.340], [0.038, -0.636, -4.768], [-0.725, -0.892, -3.564], [-2.179, -0.855, -3.701], [-2.760, 0.508, -3.341], [-3.183, 0.783, -2.038], [-3.675, 2.041, -1.699], [-3.734, 3.055, -2.652], [-3.324, 2.788, -3.952], [-2.853, 1.522, -4.292], [-0.114, -1.829, -2.646], [-0.728, -1.697, -1.000], [2.766, -2.809, -4.702], [3.563, -1.518, -4.717], [4.249, -1.120, -5.860], [4.973, 0.069, -5.884], [5.006, 0.882, -4.761], [4.316, 0.498, -3.612], [3.603, -0.696, -3.588], [-0.315, -2.584, -5.626], [1.149, -1.782, -6.229], [-0.598, -0.122, -5.491], [0.895, 0.003, -4.543], [-2.605, -1.617, -3.051], [-2.452, -1.100, -4.736], [-3.116, -0.001, -1.294], [-4.024, 2.231, -0.684], [-4.109, 4.038, -2.387], [-3.370, 3.568, -4.705], [-2.562, 1.317, -5.318], [2.819, -3.272, -5.690], [3.197, -3.503, -3.985], [4.225, -1.753, -6.743], [5.509, 0.358, -6.781], [5.568, 1.810, -4.776], [4.327, 1.125, -2.726], [3.071, -0.986, -2.685], [-0.563, 1.603, -1.360], [0.371, 1.686, -0.416], [1.851, 0.925, -0.563], [0.148, 2.471, 0.710], [-0.885, 3.363, 1.062], [-2.218, 3.214, 0.679], [-3.171, 4.142, 1.088], [-2.823, 5.214, 1.896], [-1.500, 5.343, 2.314], [-0.541, 4.429, 1.903], [-0.437, 0.864, -2.052], [-1.486, 1.980, -1.272], [0.987, 2.539, 1.266], [-2.545, 2.355, 0.110], [-4.201, 4.012, 0.771], [-3.570, 5.937, 2.202], [-1.211, 6.165, 2.961], [0.493, 4.531, 2.231]]
}

***

| no. | HOMO-LUMO gap (eV) |
| --- | --- |
| 1 | 6.980 |
| 2 | 4.719 |